Computed, not measured: a molecular structure, C27H44BrHfNP2S in a non-equilibrium geometry, with wB97M-V/def2-TZVPD.

```
77
Properties=species:S:1:pos:R:3:mulliken_charge:R:1
C 0.306 -4.813 -1.958 -0.35
C 0.634 -3.505 -2.424 0.17
C 1.230 -3.399 -3.707 -0.35
C 1.476 -4.572 -4.427 -0.44
N 1.188 -5.797 -3.980 -0.35
C 0.601 -5.906 -2.784 -0.42
C 0.449 -2.369 -1.627 1.09
C 0.453 -1.881 -0.419 -0.24
C 1.608 -2.170 0.562 0.44
C 1.296 -2.778 1.805 -0.17
C 2.244 -2.785 2.857 -0.69
C 3.451 -2.267 2.511 -0.26
C 3.934 -1.880 1.305 -0.70
C 2.970 -1.956 0.243 0.33
Hf 0.352 -0.028 0.499 -0.47
P -2.167 0.705 0.140 0.24
H 1.540 -2.438 -4.094 0.47
H -0.128 -4.985 -0.967 0.44
H 1.938 -4.514 -5.402 0.43
H 0.366 -6.918 -2.453 0.41
H 3.258 -1.907 -0.808 0.67
H 0.406 -3.413 1.839 0.98
H 4.942 -1.526 1.092 0.54
H 1.956 -3.176 3.830 0.66
C -2.325 2.137 1.340 -0.80
C -2.961 3.388 0.769 -1.18
H -1.326 2.360 1.744 0.62
H -2.899 1.753 2.192 0.61
H -3.099 4.119 1.573 0.46
H -2.334 3.859 0.004 0.09
H -3.951 3.205 0.337 0.35
C -2.504 1.276 -1.570 -0.48
C -2.861 0.160 -2.546 -1.42
H -1.588 1.764 -1.915 0.25
H -3.265 2.062 -1.545 0.73
H -2.485 0.426 -3.541 0.44
H -2.424 -0.807 -2.264 0.23
H -3.945 0.034 -2.640 0.31
C -3.757 -0.152 0.567 -0.31
C -5.055 0.620 0.251 -1.34
H -3.718 -0.359 1.650 0.47
H -3.738 -1.130 0.056 0.41
H -5.915 -0.048 0.412 0.44
H -5.194 1.489 0.916 0.30
H -5.115 0.967 -0.792 0.36
Br 2.154 0.292 2.497 -0.29
P 2.063 2.821 -0.478 -0.01
C 0.303 3.251 -0.646 1.11
C 0.068 4.669 -1.208 -1.62
H -0.149 3.141 0.359 -0.08
H -0.172 2.519 -1.326 -0.66
H -0.962 4.774 -1.576 0.43
H 0.242 5.437 -0.445 0.39
H 0.741 4.863 -2.053 0.46
C 2.610 3.454 1.157 -0.08
C 4.117 3.766 1.266 -1.25
H 2.311 2.697 1.905 -0.01
H 2.044 4.384 1.351 0.49
H 4.430 3.717 2.316 0.38
H 4.728 3.063 0.691 0.30
H 4.352 4.778 0.905 0.38
C 2.307 1.050 -0.852 1.21
C 3.037 0.960 -2.226 -1.37
H 1.337 0.436 -1.079 -0.56
H 2.915 0.594 -0.056 0.07
H 3.214 -0.092 -2.470 0.34
H 2.360 1.376 -2.983 0.44
H 3.984 1.521 -2.234 0.44
C -2.324 -2.283 2.690 -1.51
S -0.811 -1.332 2.345 0.60
C -0.287 -1.338 4.070 -1.26
H -2.920 -2.416 1.785 0.35
H -2.877 -1.708 3.442 0.57
H -2.032 -3.253 3.100 0.52
H -1.134 -0.904 4.609 0.60
H -0.096 -2.370 4.369 0.43
H 0.599 -0.715 4.148 0.24
```

Computed properties:
Frontier orbital gap (spin up / spin down), eV: 3.3 / 3.2
Total charge: +4
LUMO energy (spin up / spin down), eV: -15.50 / -15.52
Max |F|, eV Å⁻¹: 4.90
Calculated total energy, eV: -130914.675


Computed, not measured: a single C19H22N2O4S2 molecule in a non-equilibrium geometry, with wB97M-V/def2-TZVPD.

```
49
Properties=species:S:1:pos:R:3:nbo_charge:R:1
C 2.295 1.550 2.256 -0.65
C 1.103 1.878 1.420 -0.01
C 0.407 3.075 1.563 -0.19
C -0.744 3.336 0.842 -0.21
C -1.227 2.412 -0.082 0.14
N -2.436 2.625 -0.739 -0.62
C -3.346 1.683 -1.174 0.65
O -4.239 2.004 -1.928 -0.57
C -3.149 0.319 -0.661 -0.32
C -3.074 -0.828 -1.407 -0.19
C -2.721 -1.939 -0.623 -0.07
C -2.568 -1.638 0.699 -0.17
S -2.849 0.017 1.037 0.46
C -2.109 -2.790 1.518 -0.44
C -2.349 -3.969 0.550 -0.38
C -2.373 -3.370 -0.874 -0.42
C -0.472 1.262 -0.314 -0.23
C 0.639 0.994 0.454 -0.26
S 1.361 -0.628 0.235 2.31
O 0.735 -1.273 -0.887 -0.95
O 1.344 -1.334 1.485 -0.95
N 2.970 -0.263 -0.117 -0.67
C 3.874 -1.387 0.056 -0.27
C 5.303 -0.883 -0.146 -0.07
O 5.459 -0.300 -1.419 -0.52
C 4.568 0.772 -1.604 -0.07
C 3.113 0.326 -1.432 -0.27
H 3.204 1.619 1.659 0.23
H 2.374 2.230 3.100 0.22
H 2.217 0.527 2.614 0.25
H 0.753 3.801 2.283 0.22
H -1.291 4.252 1.014 0.22
H -2.699 3.583 -0.932 0.41
H -3.229 -0.841 -2.471 0.24
H -2.648 -2.902 2.458 0.22
H -1.044 -2.668 1.744 0.24
H -1.586 -4.738 0.654 0.21
H -3.319 -4.419 0.767 0.20
H -3.082 -3.879 -1.526 0.21
H -1.382 -3.415 -1.333 0.22
H -0.752 0.541 -1.064 0.26
H 3.725 -1.776 1.062 0.24
H 3.654 -2.177 -0.676 0.19
H 6.014 -1.709 -0.100 0.20
H 5.542 -0.146 0.635 0.17
H 4.740 1.142 -2.616 0.20
H 4.787 1.570 -0.878 0.16
H 2.437 1.181 -1.496 0.22
H 2.847 -0.400 -2.213 0.20
```

Computed properties:
Frontier orbital gap, eV: 8.7
Total charge: 0
LUMO energy, eV: 0.42
Max |F|, eV Å⁻¹: 1.12
SMILES: Cc1ccc(NC(=O)c2cc3c(s2)CCC3)cc1S(=O)(=O)N1CCOCC1
Energy relative to the best compared isomer or geometry (same formula, charge and spin), kJ/mol: 97.8
Calculated total energy, eV: -52900.468


Computed, not measured: 2 unconnected molecules or ions with the total composition C2H8N2 in a non-equilibrium geometry, with wB97M-V/def2-TZVPD.

```
12
Properties=species:S:1:pos:R:3:nbo_charge:R:1
H 1.342 0.906 -2.871 0.34
N 1.091 -0.059 -3.056 -0.72
C 0.644 -0.551 -1.983 0.27
N 0.236 -1.835 -1.855 -0.81
H 0.687 -0.007 -1.076 0.14
H -0.131 -2.209 -1.018 0.39
H 0.332 -2.455 -2.639 0.40
C -0.790 1.241 2.921 -0.86
H -1.702 0.796 2.514 0.21
H -0.200 1.649 2.111 0.21
H -1.245 2.049 3.474 0.22
H -0.264 0.476 3.479 0.22
```

Computed properties:
Frontier orbital gap, eV: 10.0
Total charge: 0
LUMO energy, eV: 0.74
Max |F|, eV Å⁻¹: 1.38
SMILES: [H]/N=C/N.C
Energy relative to the best compared isomer or geometry (same formula, charge and spin), kJ/mol: 17.4
Calculated total energy, eV: -5183.557


Computed, not measured: a single C9H16Si molecule in a non-equilibrium geometry, with wB97M-V/def2-TZVPD.

```
26
Properties=species:S:1:pos:R:3:nbo_charge:R:1
C 2.210 0.766 0.630 -0.28
C 1.114 1.131 1.576 -0.27
C 1.964 0.222 -0.538 -0.21
C -0.170 0.966 1.190 0.00
C -0.603 0.550 -0.197 -0.29
C -1.287 1.294 2.075 -0.65
C -1.146 1.637 -1.046 -0.69
C 0.257 -2.528 0.621 -1.07
C -0.036 -1.415 -2.486 -1.07
Si -0.399 -1.243 -0.633 1.39
H 3.318 0.988 1.072 0.22
H 1.437 1.407 2.642 0.21
H 2.392 0.158 -1.524 0.21
H -1.574 0.691 2.886 0.24
H -2.075 1.491 1.299 0.21
H -1.009 2.271 2.397 0.23
H -1.859 1.198 -1.757 0.22
H -0.518 2.307 -1.646 0.24
H -1.729 2.385 -0.448 0.22
H 0.018 -2.353 1.655 0.24
H 0.059 -3.541 0.532 0.24
H 1.326 -2.277 0.535 0.23
H 0.169 -2.441 -2.535 0.23
H -0.840 -1.239 -3.107 0.24
H 0.716 -0.789 -2.870 0.23
H -1.737 -1.636 -0.320 -0.25
```

Computed properties:
Frontier orbital gap (spin up / spin down), eV: 7.4 / 8.0
Total charge: 0
LUMO energy (spin up / spin down), eV: -0.11 / 0.16
Max |F|, eV Å⁻¹: 4.38
Energy relative to the best compared isomer or geometry (same formula, charge and spin), kJ/mol: 448.6
Calculated total energy, eV: -17464.225


Computed, not measured: 5 unconnected molecules or ions with the total composition C19H33BF2N3O11 in a non-equilibrium geometry, with wB97M-V/def2-TZVPD.

```
69
Properties=species:S:1:pos:R:3:nbo_charge:R:1
C -0.509 -1.588 2.962 -0.74
C 0.128 -1.873 1.632 0.82
O 1.322 -1.836 1.512 -0.58
O -0.655 -2.273 0.604 -0.52
C -1.839 -1.503 0.321 0.09
N -1.774 -0.862 -0.958 -0.60
C -1.419 0.558 -0.923 -0.18
B -2.642 1.474 -0.371 1.15
N -2.873 2.864 -0.749 -1.14
O -3.550 0.870 0.513 -0.95
C -1.111 1.050 -2.409 0.76
O -0.530 2.146 -2.487 -0.74
O -1.504 0.259 -3.312 -0.75
N -0.195 0.667 -0.065 -0.58
C -0.167 1.821 0.759 1.01
O -0.447 1.788 1.918 -0.57
F 0.099 2.968 0.172 -0.28
C 1.010 0.398 -0.733 1.00
O 1.251 -0.528 -1.394 -0.51
F 1.944 1.304 -0.417 -0.34
H 0.131 -0.875 3.463 0.23
H -0.616 -2.479 3.565 0.26
H -1.484 -1.127 2.881 0.21
H -2.036 -0.814 1.128 0.14
H -2.667 -2.205 0.299 0.17
H -2.649 -0.986 -1.436 0.39
H -3.727 2.987 -1.278 0.39
H -2.987 3.387 0.114 0.38
H -3.179 0.793 1.398 0.50
C -0.982 -5.260 7.245 -0.72
C -1.150 -4.092 6.305 0.60
O -1.463 -4.244 5.148 -0.55
C -0.901 -2.721 6.883 -0.73
H -1.184 -6.187 6.712 0.23
H 0.037 -5.277 7.634 0.24
H -1.674 -5.168 8.083 0.22
H 0.123 -2.665 7.253 0.25
H -1.589 -2.532 7.709 0.22
H -1.050 -1.968 6.113 0.23
C 0.273 0.857 -5.742 -0.73
C 0.536 1.340 -7.139 0.61
O -0.240 2.046 -7.750 -0.58
C 1.841 0.904 -7.777 -0.72
H -0.676 1.224 -5.371 0.28
H 0.257 -0.234 -5.720 0.23
H 1.060 1.207 -5.072 0.24
H 1.882 -0.185 -7.827 0.23
H 2.681 1.257 -7.177 0.23
H 1.922 1.310 -8.784 0.22
C 0.825 5.787 -11.931 -0.72
C 0.840 4.390 -11.348 0.60
O 1.076 3.429 -12.043 -0.55
C 0.550 4.266 -9.875 -0.73
H 1.048 5.742 -12.995 0.23
H -0.157 6.240 -11.788 0.22
H 1.572 6.407 -11.433 0.22
H -0.442 4.663 -9.653 0.23
H 1.289 4.832 -9.304 0.22
H 0.580 3.228 -9.567 0.27
C 1.554 -2.456 11.043 -0.72
C 2.312 -2.837 9.793 0.60
O 1.797 -3.487 8.915 -0.55
C 3.742 -2.366 9.693 -0.72
H 0.543 -2.854 10.990 0.23
H 2.054 -2.863 11.923 0.23
H 1.509 -1.370 11.136 0.23
H 4.328 -2.769 10.521 0.23
H 3.780 -1.276 9.735 0.23
H 4.171 -2.703 8.753 0.24
```

Computed properties:
Frontier orbital gap, eV: 6.8
Total charge: -1
LUMO energy, eV: 1.70
Max |F|, eV Å⁻¹: 1.52
Calculated total energy, eV: -53345.796


Computed, not measured: a molecular structure, C37H25F3N2O2PPd, with wB97M-V/def2-TZVPD.

```
71
Properties=species:S:1:pos:R:3:mulliken_charge:R:1
Pd 0.520 1.693 0.701 -0.69
O 0.267 4.336 -0.478 -0.64
C -0.352 3.349 -0.129 0.12
C -1.877 3.482 -0.108 0.52
C -2.441 4.752 -0.151 -0.77
C -3.814 4.927 -0.103 -0.57
C -4.636 3.810 -0.039 -0.74
C -4.080 2.538 -0.009 -0.56
C -2.696 2.352 -0.025 -0.09
P -1.911 0.671 -0.034 2.30
C -3.470 -0.356 -0.221 -0.48
C -4.272 -0.830 0.817 0.18
C -5.383 -1.621 0.558 -0.68
C -5.719 -1.951 -0.749 -0.48
C -4.929 -1.492 -1.793 -0.72
C -3.811 -0.713 -1.525 -0.21
C -1.649 0.344 1.759 -0.37
C -1.879 1.268 2.779 0.00
C -1.692 0.915 4.110 -0.79
C -1.294 -0.371 4.447 -0.72
C -1.069 -1.301 3.440 -0.58
C -1.237 -0.947 2.112 -0.22
H -1.762 5.593 -0.225 0.49
H -4.244 5.922 -0.118 0.37
H -5.713 3.924 -0.010 0.41
H -4.742 1.684 0.032 0.32
H -4.028 -0.576 1.842 0.44
H -5.992 -1.979 1.380 0.40
H -6.587 -2.567 -0.950 0.36
H -5.176 -1.750 -2.816 0.41
H -3.179 -0.374 -2.340 0.40
H -2.204 2.270 2.525 0.38
H -1.867 1.650 4.887 0.38
H -1.158 -0.646 5.486 0.33
H -0.755 -2.307 3.693 0.46
H -1.056 -1.675 1.325 0.37
O 0.939 1.009 -2.067 -0.26
C 0.571 -0.277 -2.191 0.41
C -0.361 -0.744 -3.104 -0.95
C -0.687 -2.092 -3.068 -0.43
C -0.088 -2.951 -2.151 -1.32
C 0.876 -2.463 -1.269 0.68
C 1.219 -1.122 -1.295 0.12
C 2.200 -0.440 0.951 -0.06
N 2.129 0.551 1.819 -0.79
C 2.181 -0.027 3.070 -0.79
C 2.331 -1.369 2.952 -0.51
N 2.345 -1.622 1.596 0.33
H -0.839 -0.055 -3.788 0.52
H -1.434 -2.480 -3.750 0.40
H -0.361 -3.998 -2.127 0.40
H 1.350 -3.162 -0.587 0.28
H 2.111 0.567 3.965 0.48
H 2.418 -2.153 3.683 0.44
H 2.412 -2.521 1.156 0.21
F 8.084 -2.085 -2.606 -0.30
C 7.779 -0.880 -2.087 0.84
F 8.153 0.038 -3.005 -0.27
F 8.600 -0.698 -1.028 -0.27
C 6.336 -0.755 -1.711 0.44
C 5.913 0.394 -1.046 -1.43
C 4.584 0.542 -0.700 -0.18
C 3.659 -0.457 -1.009 -0.05
C 4.092 -1.595 -1.674 -0.11
C 5.428 -1.748 -2.029 -1.19
C 2.208 -0.264 -0.541 2.66
C 1.761 1.227 -0.910 -1.32
H 6.629 1.170 -0.806 0.37
H 4.221 1.435 -0.208 0.47
H 3.380 -2.363 -1.948 0.40
H 5.754 -2.635 -2.554 0.45
```

Computed properties:
Frontier orbital gap (spin up / spin down), eV: 5.0 / 5.0
Total charge: -1
LUMO energy (spin up / spin down), eV: 2.48 / 2.48
Max |F|, eV Å⁻¹: 0.74
Energy relative to the best compared isomer or geometry (same formula, charge and spin), kJ/mol: 310.5
Calculated total energy, eV: -66770.783


Computed, not measured: 2 unconnected molecules or ions with the total composition C2H6O3 in a non-equilibrium geometry, with wB97M-V/def2-TZVPD.

```
11
Properties=species:S:1:pos:R:3:nbo_charge:R:1
O 1.778 2.736 0.095 -0.56
C 0.526 2.606 0.051 0.64
O -0.192 1.705 -0.634 -0.72
H -0.277 3.070 0.597 0.11
H 0.126 0.846 -0.311 0.52
C -0.149 -2.029 0.317 -0.25
O -0.474 -0.942 -0.532 -0.74
H 0.110 -1.505 1.222 0.19
H 0.614 -2.656 -0.125 0.17
H -1.019 -2.640 0.517 0.17
H -1.043 -1.190 -1.197 0.48
```

Computed properties:
Frontier orbital gap, eV: 11.2
Total charge: 0
LUMO energy, eV: 0.64
Max |F|, eV Å⁻¹: 5.09
SMILES: O=CO.CO
Energy relative to the best compared isomer or geometry (same formula, charge and spin), kJ/mol: 198.8
Calculated total energy, eV: -8312.448


Computed, not measured: a molecular structure, C11H21N4O5SeV, with wB97M-V/def2-TZVPD.

```
43
Properties=species:S:1:pos:R:3:mulliken_spin:R:1
V 1.477 -0.247 -0.634 1.01
O 3.822 0.274 -0.988 0.00
C 3.953 1.689 -0.827 0.00
C 3.032 2.196 0.265 0.00
N 1.627 1.882 0.005 -0.01
C 1.026 2.572 -1.143 0.01
C 0.693 1.528 -2.226 0.00
O -0.400 1.571 -2.781 0.00
O 1.639 0.664 -2.442 0.00
C 0.853 1.895 1.251 0.00
C 1.218 0.648 2.088 0.00
O 1.054 0.684 3.293 0.00
O 1.674 -0.334 1.384 0.00
H 3.556 0.141 -1.909 0.00
H 4.985 1.921 -0.550 0.00
H 3.736 2.190 -1.773 0.00
H 3.309 1.707 1.199 0.00
H 3.183 3.279 0.387 0.00
H 0.117 3.100 -0.860 0.00
H 1.710 3.314 -1.573 0.00
H 1.002 2.804 1.843 0.00
H -0.209 1.810 1.017 0.00
C -2.768 -2.502 -0.582 0.00
C -2.636 -1.465 0.540 0.00
C -2.860 -2.146 1.886 0.00
C -3.651 -0.342 0.340 0.00
N -1.290 -0.867 0.639 0.00
N -0.741 -0.378 -0.584 -0.02
H -3.747 -2.981 -0.525 0.00
H -1.999 -3.268 -0.480 0.00
H -2.689 -2.050 -1.574 0.00
H -3.869 -2.562 1.936 0.00
H -2.730 -1.428 2.698 0.00
H -2.140 -2.956 2.021 0.00
H -4.666 -0.744 0.322 0.00
H -3.485 0.183 -0.604 0.00
H -3.572 0.377 1.158 0.00
H -0.639 -1.558 1.003 0.00
H -1.210 0.490 -0.823 0.00
H -0.903 -1.017 -1.363 0.00
Se 1.652 -2.764 -1.589 -0.01
C 0.747 -3.440 -0.168 0.00
N 0.139 -3.872 0.721 0.00
```

Computed properties:
Frontier orbital gap (spin up / spin down), eV: 6.3 / 5.7
Total charge: -1
LUMO energy (spin up / spin down), eV: 2.78 / 2.78
Max |F|, eV Å⁻¹: 0.81
Energy relative to the best compared isomer or geometry (same formula, charge and spin), kJ/mol: 8.3
Calculated total energy, eV: -118983.140
Multiplicity: 2